No. 1
A cluster of 5 separate species, C30H75N5 in total at a distorted geometry. Source: OMol25; level of theory: ωB97M-V with the def2-TZVPD basis set.

Each line ends with the Löwdin charge.
Cartesian coordinates (Å):
C -1.21 0.70 -3.78  -0.091
C -1.20 -0.74 -4.29  -0.248
N -2.52 -1.41 -4.28  -0.182
C -3.62 -0.52 -4.77  -0.231
C -5.04 -1.10 -4.86  -0.088
C -2.45 -2.66 -4.99  -0.269
C -1.60 -3.72 -4.24  -0.078
H -0.27 1.26 -3.83  0.072
H -1.42 0.63 -2.71  0.061
H -1.91 1.38 -4.27  0.062
H -0.79 -0.68 -5.30  0.111
H -0.57 -1.38 -3.68  0.097
H -3.63 0.42 -4.22  0.092
H -3.23 -0.29 -5.76  0.113
H -5.07 -2.01 -5.45  0.052
H -5.36 -1.54 -3.92  0.069
H -5.75 -0.45 -5.38  0.078
H -2.06 -2.68 -6.00  0.112
H -3.50 -2.96 -5.06  0.090
H -0.56 -3.38 -4.26  0.061
H -1.37 -4.59 -4.84  0.073
H -1.98 -3.92 -3.24  0.053
C 1.41 5.12 3.90  -0.087
C 0.18 4.22 3.68  -0.259
N -0.55 4.64 2.50  -0.168
C 0.17 4.18 1.28  -0.228
C -0.41 4.82 0.00  -0.070
C -1.93 4.19 2.60  -0.288
C -2.79 5.07 3.46  -0.087
H 1.61 5.10 4.98  0.068
H 1.42 6.19 3.70  0.081
H 2.20 4.67 3.30  0.042
H 0.42 3.15 3.72  0.118
H -0.30 4.44 4.63  0.100
H 1.22 4.48 1.35  0.093
H 0.11 3.09 1.23  0.078
H -0.26 5.90 0.08  0.074
H 0.04 4.43 -0.92  0.067
H -1.48 4.67 -0.13  0.055
H -1.97 3.15 2.92  0.096
H -2.48 4.15 1.66  0.101
H -2.38 5.15 4.47  0.062
H -3.82 4.71 3.50  0.076
H -2.78 6.08 3.05  0.078
C 6.17 -0.12 0.07  -0.067
C 6.21 1.46 0.11  -0.293
N 5.73 2.06 1.32  -0.205
C 4.31 1.82 1.68  -0.221
C 3.27 2.25 0.66  -0.078
C 6.24 3.51 1.36  -0.187
C 5.81 4.28 2.67  -0.091
H 6.74 -0.29 -0.84  0.061
H 5.20 -0.62 0.06  0.058
H 6.78 -0.53 0.87  0.068
H 7.23 1.76 -0.15  0.104
H 5.70 1.91 -0.74  0.097
H 4.28 0.76 1.90  0.107
H 4.28 2.41 2.60  0.089
H 2.24 1.98 0.87  0.049
H 3.25 3.33 0.51  0.066
H 3.43 1.84 -0.34  0.069
H 5.72 4.06 0.57  0.098
H 7.32 3.45 1.27  0.105
H 5.86 3.69 3.59  0.068
H 4.79 4.67 2.67  0.047
H 6.46 5.14 2.80  0.062
C -0.70 0.40 1.14  -0.067
C -2.12 0.59 1.65  -0.231
N -3.11 -0.42 1.18  -0.201
C -2.74 -1.75 1.63  -0.283
C -2.87 -1.87 3.12  -0.088
C -3.42 -0.34 -0.20  -0.295
C -4.86 -0.67 -0.54  -0.057
H -0.12 0.26 2.06  0.080
H -0.23 1.10 0.45  0.061
H -0.65 -0.55 0.62  0.034
H -2.20 0.62 2.73  0.096
H -2.67 1.47 1.33  0.101
H -1.86 -2.15 1.12  0.085
H -3.50 -2.50 1.40  0.111
H -3.82 -1.34 3.27  0.089
H -2.12 -1.29 3.66  0.060
H -2.82 -2.89 3.49  0.077
H -3.13 0.66 -0.51  0.111
H -2.65 -0.86 -0.77  0.104
H -5.51 0.03 -0.01  0.073
H -5.04 -0.49 -1.60  0.057
H -5.16 -1.65 -0.16  0.069
C 2.43 -6.33 0.11  -0.091
C 1.06 -6.01 0.60  -0.261
N 0.51 -4.82 -0.16  -0.198
C 0.87 -3.63 0.54  -0.272
C 0.94 -2.44 -0.51  -0.066
C -0.92 -4.92 -0.31  -0.264
C -1.27 -5.85 -1.51  -0.090
H 3.04 -5.45 -0.07  0.068
H 2.28 -6.69 -0.91  0.080
H 3.03 -6.90 0.81  0.078
H 0.36 -6.84 0.55  0.104
H 0.97 -5.83 1.67  0.111
H 0.14 -3.30 1.27  0.099
H 1.86 -3.74 0.98  0.112
H -0.06 -2.37 -0.95  0.047
H 1.32 -1.61 0.07  0.060
H 1.67 -2.84 -1.21  0.071
H -1.27 -4.00 -0.79  0.093
H -1.37 -5.29 0.61  0.121
H -1.12 -6.85 -1.12  0.055
H -0.45 -5.65 -2.20  0.074
H -2.28 -5.77 -1.91  0.069

Properties
* charge: 0
* gap between HOMO and LUMO: 8.79 eV
* HOMO energy: -8.07 eV
* relative energy (zero: lowest compared OMol25 entry of this formula, charge and spin): 320.7 kJ/mol
* SMILES: CCN(CC)CC.CCN(CC)CC.CCN(CC)CC.CCN(CC)CC.CCN(CC)CC

---

No. 2
A structure of composition C30H76As2F12MgN2O18 at a distorted geometry. Source: OMol25; level of theory: ωB97M-V with the def2-TZVPD basis set.

Each line ends with the Löwdin charge.
Cartesian coordinates (Å):
Mg -1.89 1.67 3.63  0.473
As 0.11 0.43 0.82  0.984
F 1.59 0.00 1.79  -0.265
F 0.62 2.19 0.83  -0.282
F -1.37 0.91 0.01  -0.248
F -0.46 -1.29 0.89  -0.239
F -0.71 0.75 2.36  -0.236
F 0.96 0.16 -0.73  -0.259
As -2.98 -1.75 4.03  0.945
F -1.35 -2.09 3.39  -0.254
F -3.25 -3.54 4.25  -0.273
F -4.61 -1.47 4.65  -0.250
F -2.65 0.00 3.90  -0.242
F -3.58 -1.73 2.33  -0.260
F -2.27 -1.68 5.67  -0.264
C 3.78 2.70 1.43  0.051
N 4.14 3.07 2.87  -0.405
O 3.79 2.39 3.83  0.036
O 4.84 4.07 3.01  0.045
H 4.64 2.39 0.83  0.078
H 3.26 3.54 0.97  0.099
H 3.16 1.81 1.47  0.061
C -3.06 -1.13 -1.10  0.035
N -3.20 -2.63 -1.07  -0.385
O -4.32 -3.14 -1.36  0.029
O -2.22 -3.27 -0.71  0.046
H -2.01 -0.85 -1.20  0.061
H -3.49 -0.82 -0.14  0.079
H -3.62 -0.81 -1.98  0.095
C 0.84 -4.13 1.75  -0.109
O 1.33 -5.38 2.17  -0.171
C 1.70 -6.14 0.99  -0.180
C 0.54 -6.78 0.23  -0.200
O -0.03 -7.81 1.01  -0.188
C 0.74 -9.00 1.12  -0.101
H 1.74 -3.60 1.42  0.078
H 0.39 -3.64 2.62  0.077
H 0.05 -4.25 1.01  0.073
H 2.37 -6.96 1.27  0.109
H 2.37 -5.54 0.39  0.106
H 0.81 -7.15 -0.76  0.117
H -0.30 -6.11 0.09  0.118
H 0.06 -9.74 1.54  0.091
H 1.57 -8.79 1.80  0.075
H 1.17 -9.28 0.16  0.086
C 0.42 0.28 5.19  -0.036
O -0.64 1.20 5.06  -0.270
C -0.78 1.97 6.23  -0.127
C -2.30 1.92 6.48  -0.086
O -2.98 2.22 5.23  -0.246
C -4.40 2.26 5.32  -0.040
H 0.60 -0.20 4.24  0.091
H 0.17 -0.44 5.97  0.114
H 1.37 0.80 5.35  0.106
H -0.39 2.96 6.01  0.125
H -0.24 1.62 7.11  0.148
H -2.60 2.63 7.26  0.137
H -2.63 0.93 6.79  0.143
H -4.87 1.31 5.11  0.099
H -4.80 3.01 4.63  0.101
H -4.77 2.48 6.33  0.102
C 0.30 3.74 3.58  -0.038
O -1.05 3.28 3.42  -0.237
C -1.96 4.31 2.94  -0.092
C -2.87 3.66 1.91  -0.119
O -3.07 2.26 2.29  -0.224
C -4.11 1.73 1.45  -0.014
H 0.92 2.95 4.00  0.093
H 0.45 4.50 4.35  0.107
H 0.76 4.12 2.67  0.103
H -1.43 5.14 2.47  0.146
H -2.57 4.64 3.78  0.136
H -2.32 3.72 0.97  0.123
H -3.75 4.29 1.76  0.142
H -4.46 0.75 1.80  0.103
H -3.80 1.80 0.41  0.082
H -5.01 2.34 1.53  0.103
C 1.10 5.12 -6.89  -0.083
O 0.39 3.94 -6.45  -0.188
C -0.78 4.28 -5.74  -0.213
C -1.47 3.01 -5.23  -0.166
O -0.59 2.29 -4.32  -0.187
C -0.97 0.97 -3.96  -0.088
H 1.97 4.68 -7.38  0.089
H 1.34 5.78 -6.06  0.085
H 0.53 5.61 -7.68  0.082
H -1.36 4.86 -6.46  0.130
H -0.56 4.90 -4.87  0.098
H -1.83 2.37 -6.04  0.127
H -2.34 3.44 -4.74  0.097
H -1.98 0.94 -3.54  0.066
H -0.30 0.57 -3.19  0.079
H -1.05 0.32 -4.83  0.090
C -4.86 5.26 -1.36  -0.090
O -4.10 4.13 -0.96  -0.218
C -3.17 3.62 -1.93  -0.164
C -2.00 4.60 -2.16  -0.186
O -2.25 5.76 -3.00  -0.197
C -1.20 6.68 -2.71  -0.111
H -4.28 6.16 -1.55  0.082
H -5.53 5.59 -0.56  0.082
H -5.50 5.00 -2.20  0.094
H -3.59 3.31 -2.88  0.117
H -2.84 2.69 -1.46  0.105
H -1.19 4.06 -2.65  0.110
H -1.67 4.87 -1.16  0.114
H -1.18 7.05 -1.68  0.083
H -1.46 7.54 -3.33  0.093
H -0.23 6.25 -2.95  0.085
C 5.62 -3.87 -1.85  -0.061
O 4.73 -3.86 -0.72  -0.190
C 4.85 -2.97 0.35  -0.209
C 4.27 -1.59 0.06  -0.231
O 5.05 -1.01 -0.92  -0.160
C 4.58 0.26 -1.38  -0.079
H 6.64 -4.11 -1.55  0.084
H 5.67 -2.89 -2.34  0.074
H 5.23 -4.56 -2.61  0.071
H 5.84 -2.80 0.77  0.122
H 4.42 -3.56 1.16  0.122
H 4.22 -1.10 1.03  0.119
H 3.23 -1.70 -0.26  0.115
H 3.51 0.48 -1.36  0.072
H 4.84 0.37 -2.43  0.095
H 4.90 1.07 -0.73  0.056
C 4.50 -6.25 -5.46  -0.116
O 3.69 -6.09 -4.30  -0.210
C 2.55 -5.22 -4.52  -0.159
C 1.92 -4.81 -3.16  -0.205
O 1.50 -3.49 -3.13  -0.182
C 0.71 -3.15 -1.99  -0.084
H 5.06 -5.33 -5.62  0.084
H 3.91 -6.58 -6.32  0.083
H 5.26 -7.02 -5.33  0.082
H 1.88 -5.80 -5.15  0.116
H 2.80 -4.32 -5.08  0.121
H 2.70 -4.87 -2.40  0.111
H 1.09 -5.46 -2.87  0.117
H 0.42 -2.10 -2.03  0.071
H 1.22 -3.40 -1.06  0.075
H -0.24 -3.68 -1.99  0.068

Properties
* charge: 0
* gap between HOMO and LUMO: 7.84 eV
* HOMO energy: -8.51 eV
* relative energy (zero: lowest compared OMol25 entry of this formula, charge and spin): 223.9 kJ/mol

---

No. 3
A cluster of 10 separate species, C30H80O10 in total at a distorted geometry. Source: OMol25; level of theory: ωB97M-V with the def2-TZVPD basis set.

Each line ends with the Löwdin charge.
Cartesian coordinates (Å):
C -4.83 -4.52 0.97  -0.054
C -5.43 -3.30 0.30  -0.465
C -4.42 -2.25 -0.11  -0.071
O -6.10 -3.76 -0.90  -0.068
H -5.48 -5.39 0.91  0.077
H -4.70 -4.37 2.05  0.069
H -3.85 -4.78 0.55  0.079
H -6.24 -2.80 0.82  0.140
H -3.80 -1.80 0.66  0.067
H -4.97 -1.41 -0.56  0.067
H -3.79 -2.57 -0.95  0.080
H -5.45 -3.78 -1.61  0.074
C 3.27 -3.16 4.24  -0.058
C 2.57 -2.12 3.39  -0.495
C 1.82 -1.09 4.20  -0.046
O 3.57 -1.42 2.62  -0.071
H 3.90 -2.62 4.96  0.088
H 3.88 -3.92 3.77  0.069
H 2.48 -3.66 4.81  0.082
H 1.90 -2.67 2.72  0.121
H 1.33 -1.51 5.09  0.085
H 1.08 -0.60 3.58  0.035
H 2.52 -0.38 4.62  0.098
H 3.12 -1.05 1.84  0.050
C 1.60 3.07 -3.10  -0.059
C 0.74 3.18 -4.39  -0.446
C 0.01 1.87 -4.59  -0.048
O -0.24 4.18 -4.11  -0.072
H 2.12 4.00 -2.90  0.081
H 2.28 2.21 -3.18  0.069
H 0.98 2.83 -2.24  0.053
H 1.46 3.50 -5.15  0.140
H 0.77 1.12 -4.81  0.086
H -0.57 1.95 -5.51  0.086
H -0.56 1.49 -3.75  0.064
H 0.10 5.08 -4.16  0.102
C 1.72 4.86 2.22  -0.050
C 1.75 3.56 1.46  -0.505
C 2.97 3.44 0.55  -0.048
O 1.67 2.47 2.37  -0.051
H 0.71 4.98 2.64  0.079
H 1.82 5.73 1.56  0.078
H 2.48 4.92 2.99  0.087
H 0.87 3.40 0.82  0.110
H 2.86 2.65 -0.18  0.042
H 3.85 3.29 1.19  0.092
H 3.16 4.40 0.06  0.078
H 1.71 1.60 1.95  0.043
C -2.08 -0.43 3.44  -0.068
C -3.41 -0.22 4.14  -0.483
C -3.78 1.26 4.11  -0.056
O -4.40 -0.86 3.34  -0.057
H -2.08 0.00 2.44  0.070
H -1.99 -1.53 3.39  0.082
H -1.15 -0.14 3.93  0.067
H -3.37 -0.54 5.18  0.139
H -4.01 1.59 3.09  0.077
H -2.96 1.89 4.44  0.082
H -4.68 1.38 4.71  0.079
H -4.44 -1.81 3.49  0.086
C -1.44 5.04 -0.90  -0.054
C -2.51 3.94 -1.15  -0.474
C -3.71 4.15 -0.25  -0.050
O -2.86 4.04 -2.53  -0.060
H -1.68 6.07 -1.13  0.085
H -0.52 4.69 -1.37  0.051
H -1.16 5.14 0.16  0.070
H -2.03 2.98 -0.95  0.111
H -4.30 5.06 -0.31  0.086
H -3.35 3.99 0.77  0.078
H -4.34 3.26 -0.23  0.071
H -2.05 4.10 -3.06  0.050
C -3.61 0.58 -2.24  -0.066
C -4.79 1.04 -3.11  -0.485
C -4.35 1.24 -4.57  -0.037
O -5.86 0.10 -3.04  -0.053
H -3.88 0.51 -1.19  0.068
H -2.85 1.37 -2.32  0.047
H -3.23 -0.38 -2.59  0.080
H -5.17 1.96 -2.67  0.133
H -5.22 1.52 -5.17  0.080
H -4.10 0.21 -4.85  0.078
H -3.51 1.93 -4.64  0.068
H -5.58 -0.73 -3.44  0.082
C 2.77 -5.25 0.09  -0.043
C 4.15 -5.10 -0.57  -0.467
C 5.32 -5.43 0.37  -0.058
O 4.25 -6.05 -1.63  -0.066
H 2.77 -4.63 0.99  0.063
H 2.60 -6.29 0.38  0.080
H 2.02 -4.91 -0.62  0.073
H 4.36 -4.10 -0.96  0.119
H 6.26 -5.09 -0.05  0.078
H 5.36 -6.49 0.58  0.079
H 5.20 -4.88 1.31  0.070
H 4.02 -6.94 -1.37  0.081
C -0.03 -1.90 -0.07  -0.029
C 0.73 -0.60 -0.11  -0.457
C -0.08 0.61 -0.53  -0.025
O 1.30 -0.36 1.19  -0.098
H -0.92 -1.82 0.56  0.075
H 0.63 -2.61 0.43  0.071
H -0.26 -2.22 -1.08  0.091
H 1.63 -0.68 -0.73  0.126
H -0.17 0.66 -1.62  0.071
H 0.53 1.48 -0.25  0.059
H -1.01 0.68 0.05  0.084
H 0.58 -0.18 1.81  0.073
C 6.23 -0.81 -0.11  -0.044
C 5.03 -0.86 -1.04  -0.488
C 4.19 0.41 -0.98  -0.058
O 5.52 -1.01 -2.37  -0.056
H 6.84 -1.70 -0.26  0.080
H 5.90 -0.68 0.93  0.079
H 6.87 0.06 -0.26  0.084
H 4.43 -1.77 -0.86  0.120
H 3.55 0.47 -0.10  0.058
H 3.56 0.50 -1.87  0.068
H 4.90 1.23 -0.87  0.089
H 4.75 -1.01 -2.95  0.080

Properties
* charge: 0
* gap between HOMO and LUMO: 10.31 eV
* HOMO energy: -10.05 eV
* relative energy (zero: lowest compared OMol25 entry of this formula, charge and spin): 235.8 kJ/mol
* SMILES: CC(C)O.CC(C)O.CC(C)O.CC(C)O.CC(C)O.CC(C)O.CC(C)O.CC(C)O.CC(C)O.CC(C)O

---

Question: Look up the gap between HOMO and LUMO of the second one.
Answer: 7.84 eV

---

Question: Which value of charge does entry 1 give?
Answer: 0